Density functional theory data (the ωB97M-V functional and the def2-TZVPD basis) for a 7-piece molecular cluster, C38H96N6O14 overall.

For the frontier orbital gap, the calculation gives 9.022 eV. Its SMILES is COCCNCCOC.COCCNCCOC.COCCNCCOC.COCCNCCOC.COCCNCCOC.COCCNCCOC.OCCO. As for the energy relative to the best compared isomer or geometry (same formula, charge and spin): 0.00 kJ/mol. The net charge is 0. The calculation puts the molar mass at 861.21 Da.

Last columns: bonded neighbours and bond lengths (Å).
Atoms and positions in Å:
1 C 1.9629 8.2683 -3.3976  O2 1.413, H10 1.090, H11 1.095, H12 1.095
2 O 1.8670 6.9432 -3.8789  C1 1.413, C3 1.403
3 C 1.9748 6.0397 -2.8108  O2 1.403, C4 1.534, H13 1.092, H14 1.102
4 C 2.0349 4.6081 -3.3598  C3 1.534, N5 1.445, H15 1.096, H16 1.099
5 N 1.9603 3.5935 -2.3343  C4 1.445, C6 1.464, H17 1.010
6 C 3.2548 3.3050 -1.7148  N5 1.464, C7 1.531, H18 1.093, H19 1.089
7 C 4.2885 2.6821 -2.6574  C6 1.531, O8 1.406, H20 1.100, H21 1.098
8 O 4.0846 1.2914 -2.6795  C7 1.406, C9 1.411
9 C 4.2307 0.6254 -3.9144  O8 1.411, H22 1.097, H23 1.094, H24 1.086
10 H 1.8463 8.9438 -4.2452  C1 1.090
11 H 2.9360 8.4580 -2.9338  C1 1.095
12 H 1.1581 8.4836 -2.6865  C1 1.095
13 H 1.2272 6.1406 -2.0207  C3 1.092
14 H 2.9418 6.1365 -2.2913  C3 1.102
15 H 2.8313 4.5055 -4.1060  C4 1.096
16 H 1.1534 4.5190 -4.0101  C4 1.099
17 H 1.5441 2.7218 -2.6284  N5 1.010
18 H 3.0990 2.5125 -0.9784  C6 1.093
19 H 3.6416 4.1588 -1.1601  C6 1.089
20 H 5.3180 2.9373 -2.3663  C7 1.100
21 H 4.2818 3.1290 -3.6606  C7 1.098
22 H 5.2539 0.7298 -4.2975  C9 1.097
23 H 3.5589 1.0191 -4.6830  C9 1.094
24 H 4.0724 -0.4268 -3.6959  C9 1.086
25 C 3.9056 -0.5958 4.7628  O26 1.411, H34 1.091, H35 1.100, H36 1.088
26 O 4.3264 0.5630 4.0757  C25 1.411, C27 1.404
27 C 3.3839 1.0791 3.1725  O26 1.404, C28 1.531, H37 1.098, H38 1.089
28 C 1.9870 1.3472 3.7387  C27 1.531, N29 1.463, H39 1.099, H40 1.090
29 N 1.9852 2.3990 4.7551  C28 1.463, C30 1.464, H41 1.011
30 C 0.6151 2.6626 5.1984  N29 1.464, C31 1.511, H42 1.094, H43 1.097
31 C -0.2414 3.4270 4.2151  C30 1.511, O32 1.422, H44 1.099, H45 1.097
32 O -1.5568 3.4418 4.7561  C31 1.422, C33 1.406
33 C -2.4878 3.9378 3.8266  O32 1.406, H46 1.089, H47 1.098, H48 1.098
34 H 3.4112 -1.3132 4.1070  C25 1.091
35 H 3.2313 -0.3083 5.5829  C25 1.100
36 H 4.7831 -1.0241 5.2438  C25 1.088
37 H 3.2280 0.3812 2.3389  C27 1.098
38 H 3.7324 2.0134 2.7352  C27 1.089
39 H 1.5717 0.4149 4.1469  C28 1.099
40 H 1.3910 1.6659 2.8837  C28 1.090
41 H 2.5409 2.0981 5.5447  N29 1.011
42 H 0.6691 3.3129 6.0761  C30 1.094
43 H 0.1093 1.7419 5.5145  C30 1.097
44 H -0.2408 2.9943 3.2049  C31 1.099
45 H 0.0975 4.4626 4.0858  C31 1.097
46 H -3.4614 3.8687 4.3103  C33 1.089
47 H -2.4794 3.3724 2.8857  C33 1.098
48 H -2.3644 4.9739 3.4846  C33 1.098
49 C 2.3621 -3.5505 -6.0400  O50 1.432, H58 1.092, H59 1.088, H60 1.092
50 O 2.8959 -2.8137 -4.9349  C49 1.432, C51 1.420
51 C 2.3020 -3.0662 -3.6698  O50 1.420, C52 1.516, H61 1.092, H62 1.095
52 C 0.8646 -2.5862 -3.6896  C51 1.516, N53 1.461, H63 1.098, H64 1.098
53 N 0.8158 -1.1704 -4.0477  C52 1.461, C54 1.463, H65 1.020
54 C -0.4955 -0.6855 -4.4775  N53 1.463, C55 1.532, H66 1.088, H67 1.095
55 C -0.3330 0.4420 -5.5018  C54 1.532, O56 1.409, H68 1.102, H69 1.091
56 O 0.5593 0.0604 -6.5239  C55 1.409, C57 1.409
57 C 1.0966 1.1781 -7.1928  O56 1.409, H70 1.094, H71 1.086, H72 1.093
58 H 1.7489 -4.3653 -5.6503  C49 1.092
59 H 3.2178 -3.9158 -6.6032  C49 1.088
60 H 1.7532 -2.8800 -6.6501  C49 1.092
61 H 2.8926 -2.5079 -2.9404  C51 1.092
62 H 2.4553 -4.1116 -3.3823  C51 1.095
63 H 0.3715 -2.6624 -2.7120  C52 1.098
64 H 0.2240 -3.1554 -4.3760  C52 1.098
65 H 1.5125 -1.0246 -4.7779  N53 1.020
66 H -0.9384 -0.3268 -3.5503  C54 1.088
67 H -1.1288 -1.4223 -4.9828  C54 1.095
68 H 0.1387 1.2548 -4.9261  C55 1.102
69 H -1.2790 0.8080 -5.9042  C55 1.091
70 H 0.3595 1.7394 -7.7737  C57 1.094
71 H 1.8581 0.8304 -7.8850  C57 1.086
72 H 1.5312 1.8763 -6.4724  C57 1.093
73 C -0.0680 -4.0083 3.0418  O74 1.412, H82 1.093, H83 1.092, H84 1.094
74 O 1.2615 -4.0820 2.5709  C73 1.412, C75 1.409
75 C 1.8702 -2.8591 2.2239  O74 1.409, C76 1.501, H85 1.096, H86 1.103
76 C 3.2677 -3.1459 1.7572  C75 1.501, N77 1.468, H87 1.092, H88 1.099
77 N 4.0738 -3.7130 2.8446  C76 1.468, C78 1.473, H89 1.015
78 C 5.4228 -4.0762 2.3778  N77 1.473, C79 1.512, H90 1.096, H91 1.092
79 C 5.4945 -5.2515 1.4292  C78 1.512, O80 1.448, H92 1.093, H93 1.094
80 O 5.5504 -4.6694 0.1042  C79 1.448, C81 1.403
81 C 5.3542 -5.6230 -0.9064  O80 1.403, H94 1.096, H95 1.089, H96 1.098
82 H -0.1004 -4.1127 4.1295  C73 1.093
83 H -0.6115 -4.8559 2.6195  C73 1.092
84 H -0.5380 -3.0778 2.7108  C73 1.094
85 H 1.7958 -2.0751 2.9862  C75 1.096
86 H 1.3017 -2.4604 1.3674  C75 1.103
87 H 3.8141 -2.2857 1.3653  C76 1.092
88 H 3.1579 -3.7927 0.8750  C76 1.099
89 H 3.6649 -4.5834 3.1685  N77 1.015
90 H 5.9939 -4.2096 3.3032  C78 1.096
91 H 5.9240 -3.2095 1.9427  C78 1.092
92 H 4.6089 -5.8929 1.4239  C79 1.093
93 H 6.4273 -5.8128 1.5360  C79 1.094
94 H 5.9979 -6.4994 -0.7686  C81 1.096
95 H 5.5671 -5.2216 -1.8961  C81 1.089
96 H 4.3060 -5.9507 -0.9111  C81 1.098
97 C -7.2300 4.8968 6.3982  O98 1.402, H106 1.097, H107 1.096, H108 1.086
98 O -6.2336 3.9232 6.2440  C97 1.402, C99 1.407
99 C -6.2463 2.9543 7.2637  O98 1.407, C100 1.511, H109 1.095, H110 1.099
100 C -5.1487 1.9330 7.0772  C99 1.511, N101 1.461, H111 1.093, H112 1.098
101 N -5.2222 1.2842 5.7698  C100 1.461, C102 1.456, H113 1.009
102 C -4.0144 0.5221 5.4869  N101 1.456, C103 1.531, H114 1.087, H115 1.101
103 C -4.2067 -0.2764 4.1948  C102 1.531, O104 1.413, H116 1.096, H117 1.094
104 O -3.0011 -0.9248 3.8440  C103 1.413, C105 1.426
105 C -2.1668 -0.0790 3.0554  O104 1.426, H118 1.089, H119 1.093, H120 1.088
106 H -7.0361 5.5076 7.2891  C97 1.097
107 H -8.2126 4.4372 6.5563  C97 1.096
108 H -7.2694 5.5511 5.5326  C97 1.086
109 H -7.2254 2.4716 7.3515  C99 1.095
110 H -6.0483 3.4543 8.2227  C99 1.099
111 H -5.2737 1.1754 7.8556  C100 1.093
112 H -4.1457 2.3568 7.2180  C100 1.098
113 H -5.4687 1.9353 5.0389  N101 1.009
114 H -3.7693 -0.1293 6.3214  C102 1.087
115 H -3.1646 1.1742 5.2318  C102 1.101
116 H -4.5613 0.3500 3.3686  C103 1.096
117 H -5.0062 -1.0019 4.3701  C103 1.094
118 H -2.2612 0.9934 3.2221  C105 1.089
119 H -2.4008 -0.2994 2.0110  C105 1.093
120 H -1.1464 -0.4214 3.2162  C105 1.088
121 C -5.9103 -5.0241 -5.1085  O122 1.395, H130 1.098, H131 1.097, H132 1.092
122 O -5.0224 -4.0181 -4.7257  C121 1.395, C123 1.412
123 C -5.6178 -2.9174 -4.0724  O122 1.412, C124 1.534, H133 1.094, H134 1.098
124 C -4.7616 -1.6685 -4.3177  C123 1.534, N125 1.486, H135 1.090, H136 1.093
125 N -3.6378 -1.6130 -3.3477  C124 1.486, C126 1.453, H137 1.011
126 C -3.8664 -0.6480 -2.2852  N125 1.453, C127 1.543, H138 1.100, H139 1.092
127 C -2.8538 -0.8465 -1.1382  C126 1.543, O128 1.443, H140 1.091, H141 1.091
128 O -3.2446 -2.0611 -0.4642  C127 1.443, C129 1.424
129 C -2.1439 -2.9627 -0.4155  O128 1.424, H142 1.098, H143 1.091, H144 1.093
130 H -6.8282 -4.6742 -5.5994  C121 1.098
131 H -6.1743 -5.6287 -4.2326  C121 1.097
132 H -5.4952 -5.6991 -5.8596  C121 1.092
133 H -5.7534 -3.0431 -2.9936  C123 1.094
134 H -6.5956 -2.7532 -4.5433  C123 1.098
135 H -5.3893 -0.7773 -4.3210  C124 1.090
136 H -4.2970 -1.7189 -5.3057  C124 1.093
137 H -3.5298 -2.5796 -3.0709  N125 1.011
138 H -4.8677 -0.7941 -1.8546  C126 1.100
139 H -3.7810 0.3502 -2.7197  C126 1.092
140 H -2.9720 -0.1230 -0.3305  C127 1.091
141 H -1.8781 -0.7402 -1.6143  C127 1.091
142 H -1.8243 -3.2151 -1.4349  C129 1.098
143 H -2.4619 -3.9177 0.0063  C129 1.091
144 H -1.2969 -2.5655 0.1497  C129 1.093
145 C 1.3284 -0.2038 -0.9264  C146 1.508, O148 1.412, H149 1.098, H150 1.095
146 C 1.0593 0.4784 0.3912  C145 1.508, O147 1.413, H151 1.102, H152 1.088
147 O -0.2902 0.8824 0.5033  C146 1.413, H153 0.964
148 O 0.8183 0.5939 -1.9735  C145 1.412, H154 1.003
149 H 0.8019 -1.1667 -0.8893  C145 1.098
150 H 2.4046 -0.3218 -1.0904  C145 1.095
151 H 1.7022 1.3735 0.4132  C146 1.102
152 H 1.4222 -0.0600 1.2644  C146 1.088
153 H -0.4477 1.5266 -0.1969  O147 0.964
154 H 0.8832 0.0303 -2.8012  O148 1.003